96
Properties=species:S:1:pos:R:3:forces:R:3 method="wB97M-V/def2-TZVPD" homo_ev="-10.6 / -12.2" gap_ev="5.5 / 7.1" total_energy_ha=-3852.42063 de_lowest_ev=1.116 lumo_energy_ha="-0.1861 / -0.1877" multiplicity=3 total_charge=+2 s_squared=2.05
V 0.5208 -2.0414 0.5592 0.12 -1.50 -1.35
F 4.9159 3.0944 -0.4122 0.07 0.14 -0.02
C 3.9976 2.9632 0.5629 0.17 0.38 0.20
C 3.2111 1.8626 0.5483 -0.12 -0.18 -0.01
C 2.2756 1.6461 1.5708 0.09 0.04 -0.05
C 1.4855 0.4416 1.6004 0.16 -0.27 -0.44
O 1.5757 -0.3905 0.6418 0.33 0.68 0.38
C 0.6354 0.2639 2.7104 -0.16 0.24 0.30
C 0.5350 1.2638 3.6412 -0.11 -0.06 0.05
N 1.2346 2.4006 3.5998 0.14 0.21 0.03
C 1.0715 3.3783 4.6702 0.02 -0.14 -0.18
C 0.4561 4.7049 4.3394 -0.02 0.03 0.03
C -0.3128 3.6933 5.1359 -0.03 0.01 0.01
C 2.1619 2.6030 2.5779 -0.06 0.12 0.26
C 2.9735 3.7466 2.5722 -0.13 -0.11 0.00
C 3.9192 3.9570 1.5819 0.15 0.01 -0.20
N 4.7405 5.0897 1.6019 -0.08 -0.03 0.01
C 5.6227 5.4894 0.4957 -0.11 -0.09 0.14
C 6.2565 6.8370 0.7934 -0.13 0.28 0.06
N 5.2098 7.7880 1.3230 0.01 -0.15 0.07
C 4.5870 7.2879 2.6310 0.09 0.24 -0.26
C 4.9552 5.8307 2.8309 0.06 -0.09 0.02
C -0.2184 -0.9433 2.9127 0.76 -0.73 -0.42
O -1.2335 -0.9276 3.5337 -0.21 -0.10 0.25
O 0.3224 -2.0635 2.3276 -0.89 1.33 1.00
H 3.3303 1.1319 -0.2411 -0.02 0.00 0.02
H -0.1485 1.1561 4.4730 0.00 -0.04 -0.02
H 1.8604 3.3421 5.4099 0.05 -0.03 -0.01
H 0.1403 4.8592 3.3160 0.01 0.01 0.01
H 0.8455 5.5774 4.8465 -0.02 0.00 -0.02
H -1.1394 3.2062 4.6366 0.00 0.01 0.03
H -0.4484 3.8513 6.1958 -0.01 0.01 -0.02
H 2.8313 4.4654 3.3620 -0.05 -0.05 -0.06
H 5.0503 5.5625 -0.4280 -0.06 -0.05 -0.06
H 6.4395 4.7917 0.3151 0.03 -0.11 0.02
H 6.6733 7.2739 -0.1108 0.03 -0.03 -0.02
H 7.0359 6.8001 1.5494 0.04 -0.07 -0.02
H 4.4796 7.9075 0.6207 -0.02 -0.05 -0.02
H 5.6197 8.7113 1.4631 0.02 0.01 0.00
H 3.5141 7.4226 2.5217 -0.03 -0.04 0.06
H 4.9524 7.9293 3.4296 0.02 -0.05 0.05
H 4.3460 5.4506 3.6439 0.06 -0.02 -0.05
H 5.9892 5.7279 3.1714 0.02 0.03 0.01
S -0.8694 -3.8662 0.1030 0.04 0.03 0.05
C -2.0867 -3.2874 -0.9766 0.20 0.04 0.04
N -3.1184 -4.0728 -1.3211 -0.23 -0.08 0.02
C -4.0534 -3.6195 -2.3487 0.08 -0.15 0.12
C -4.2634 -2.1370 -2.2122 0.07 0.16 -0.03
N -2.9699 -1.4593 -2.2524 -0.10 0.11 -0.09
C -2.8928 -0.2273 -3.0453 0.04 -0.07 0.10
C -3.1051 -0.5150 -4.5102 0.04 -0.06 -0.05
C -4.2152 -0.0250 -5.1826 -0.04 0.03 -0.05
C -4.4098 -0.3185 -6.5289 0.03 -0.01 0.04
C -3.4937 -1.1097 -7.2035 0.03 -0.01 0.03
C -2.3779 -1.6051 -6.5344 -0.06 0.03 -0.01
C -2.1853 -1.3075 -5.1956 0.00 -0.02 0.00
C -1.9534 -1.9884 -1.5509 0.31 0.02 -0.03
S -0.4684 -1.0889 -1.3159 -0.43 -0.01 0.23
C -3.4530 -5.3472 -0.6652 0.15 0.07 -0.12
C -4.6525 -5.2041 0.2358 -0.07 0.06 0.04
C -5.8315 -5.8778 -0.0525 -0.07 -0.03 0.01
C -6.9475 -5.7325 0.7653 0.06 0.02 -0.01
C -6.8864 -4.9049 1.8751 0.05 0.01 -0.02
C -5.7074 -4.2264 2.1696 -0.03 -0.02 -0.01
C -4.5959 -4.3749 1.3555 -0.01 0.00 0.00
H -4.9964 -4.1431 -2.2001 -0.01 0.00 0.00
H -3.6655 -3.8679 -3.3405 0.02 0.01 -0.02
H -4.7647 -1.9090 -1.2670 -0.02 0.00 0.02
H -4.8716 -1.7651 -3.0342 0.01 0.01 -0.01
H -1.9184 0.2213 -2.8739 0.01 0.01 0.00
H -3.6474 0.4718 -2.6776 -0.04 -0.02 0.01
H -4.9335 0.5944 -4.6557 0.01 -0.01 -0.01
H -5.2778 0.0688 -7.0463 0.01 0.00 0.01
H -3.6446 -1.3409 -8.2499 0.00 0.00 0.02
H -1.6591 -2.2190 -7.0618 -0.01 0.01 0.01
H -1.3131 -1.6927 -4.6761 -0.02 0.01 0.00
H -2.5780 -5.6919 -0.1218 0.00 0.00 0.03
H -3.6593 -6.0743 -1.4525 0.01 -0.01 -0.01
H -5.8794 -6.5314 -0.9172 0.00 0.01 0.02
H -7.8597 -6.2668 0.5341 0.02 0.00 0.00
H -7.7525 -4.7920 2.5141 0.02 0.00 0.00
H -5.6548 -3.5885 3.0428 0.01 -0.01 -0.02
H -3.6748 -3.8540 1.5974 -0.01 -0.01 -0.01
C 1.7284 -4.1545 -2.1667 -0.06 -0.12 0.01
C 2.6342 -3.2791 -1.3113 0.01 0.13 0.15
C 4.0665 -3.8178 -1.3336 0.10 -0.08 0.04
C 2.1822 -3.1513 0.1515 -0.26 0.02 -0.25
H 2.2062 -4.3655 -3.1248 -0.01 0.03 0.00
H 0.7650 -3.6852 -2.3663 -0.01 0.04 0.03
H 1.5325 -5.1110 -1.6744 0.04 0.01 -0.02
H 2.6492 -2.2737 -1.7482 0.03 0.02 -0.02
H 4.1103 -4.8142 -0.8855 -0.03 0.03 -0.02
H 4.7508 -3.1752 -0.7758 -0.04 0.01 -0.01
H 4.4374 -3.8994 -2.3569 -0.02 0.02 0.01
H 2.9406 -2.6124 0.7288 -0.04 0.04 0.06
H 2.0138 -4.1274 0.6162 0.01 -0.04 -0.05